Record 1
Formula: C8H20Cl2FN5O2PS
Source: OMol25
Level of theory: ωB97M-V/def2-TZVPD

XYZ file:
```
40
Properties=species:S:1:pos:R:3:forces:R:3
C 3.203 2.277 -1.180 -0.53 2.17 -0.97
C 2.201 1.515 -2.261 1.35 -0.79 -0.23
F 1.393 2.454 -3.088 1.52 -1.55 1.97
C 1.288 0.313 -1.555 1.50 -0.22 -2.01
S 2.276 -0.235 -0.036 0.36 0.01 0.52
C 1.396 -0.969 -2.624 -0.12 -5.15 -2.97
O 0.825 -0.837 -3.824 2.54 0.05 5.78
O 2.088 -2.231 -2.202 -3.40 6.98 -1.72
N -0.134 0.725 -1.254 1.03 0.69 0.62
C -0.978 -0.395 -0.693 -0.59 -1.27 1.16
C -2.525 0.033 -0.304 -0.74 -1.35 0.10
N -3.339 -1.275 -0.408 1.03 0.26 -0.61
N -2.675 0.450 1.174 -0.12 0.43 -1.62
N -3.177 0.994 -1.269 0.80 -0.14 0.98
P -0.234 2.226 -0.256 0.60 -1.12 3.62
N 0.113 1.930 1.332 -1.60 1.37 -1.70
H 4.204 1.700 -0.976 -2.33 0.99 -0.34
H 2.644 2.626 -0.196 1.41 -1.14 -1.95
H 3.524 3.291 -1.724 -0.63 -2.07 0.96
H 2.938 0.972 -3.027 -1.92 1.17 1.55
H 3.631 -0.402 -0.435 -2.01 0.07 -0.29
H -0.521 -0.861 0.306 -0.85 1.45 -2.50
H -1.090 -1.331 -1.427 0.65 2.53 1.05
H -3.582 -1.438 -1.423 0.68 0.14 1.53
H -2.717 -2.048 -0.050 -0.95 0.90 -0.79
H -2.836 -0.386 1.780 -0.38 1.39 -1.07
H -3.420 1.174 1.281 0.63 -1.30 -0.11
H -3.571 1.841 -0.806 0.75 -1.07 -0.69
H -2.584 1.217 -2.097 -0.48 -0.12 1.27
H 0.651 3.285 -0.765 -0.94 -1.48 -0.41
H -1.565 2.814 -0.245 0.97 -0.50 -0.96
H -0.768 2.191 1.870 1.44 -0.70 -0.90
Cl -1.157 -1.818 2.206 0.36 -0.54 0.79
C 0.052 -3.029 2.704 0.17 -0.38 0.11
C 0.796 -2.613 3.963 -0.05 -0.11 0.03
Cl 1.872 -1.222 3.679 -0.11 -0.02 0.03
H 0.736 -3.190 1.865 -0.11 0.22 0.12
H -0.491 -3.962 2.884 0.09 0.15 0.06
H 1.427 -3.436 4.310 -0.12 0.06 -0.16
H 0.106 -2.349 4.770 0.08 0.01 -0.24
```
Forces are in eV/Å.

Calculated values
- Net charge: -1
- Energy: -68047.6809 eV
- Kohn-Sham gap: 0.25134 hartree
- E_LUMO: 2.6 eV

Here are the natural (NBO) charges for atoms 1 to 2, given in e: number 1, C, carries -0.690; number 2, C, carries 0.194

Record 2
Formula: C2H4BaO
Source: OMol25
Level of theory: ωB97M-V/def2-TZVPD

XYZ file:
```
8
Properties=species:S:1:pos:R:3:forces:R:3
C 0.177 -0.816 0.187 0.22 0.10 -0.51
C -1.009 -0.039 0.432 -1.04 -0.85 0.60
O -2.148 -0.270 0.009 1.09 0.64 -0.17
Ba 2.076 0.628 -1.056 0.29 -0.69 0.04
H 0.020 -1.608 -0.561 -0.12 -0.20 0.44
H 0.688 -1.156 1.100 -0.06 0.20 -0.18
H 1.066 2.453 -1.259 -0.30 0.86 -0.14
H -0.870 0.808 1.148 -0.09 -0.08 -0.09
```
Forces are in eV/Å.

Calculated values
- Energy: -4876.2555 eV
- Kohn-Sham gap: 0.23551 hartree
- E_LUMO: -1.1 eV

Here are the Mulliken charges for atoms 1 to 2, given in e: number 1, C, carries -1.819; number 2, C, carries 0.499